No. 1
Density functional theory data (the ωB97M-V functional and the def2-TZVPD basis) for a 2-piece molecular cluster, C4H12NO2S overall in a non-equilibrium geometry.

Computed properties:
energy relative to the best compared isomer or geometry (same formula, charge and spin): 139.6 kJ/mol
DFT total energy: -763.01208 hartree

ORCA input file:
```
! RIJCOSX wB97M-V def2-TZVPD def2/J DEFGRID3
* xyz -1 1
C 0.85548 0.91342 0.37898
N 0.74037 0.22812 1.68247
C -0.56139 0.43538 2.23146
O -1.62670 -0.11345 1.41671
C 0.42426 0.17762 -0.91623
C -0.60952 0.92100 -1.79343
S -0.25205 0.41480 -3.55997
H 0.25901 1.83146 0.33782
H 1.91155 1.18289 0.27378
H 0.93784 -0.76019 1.60421
H -0.79344 -0.14242 3.13893
H -0.85690 1.45224 2.50160
H 0.07635 -0.81814 -0.60609
H 1.30648 0.01732 -1.53890
H -0.67622 1.98708 -1.62449
H -1.54161 0.36480 -1.63064
H -1.47290 0.03736 0.47589
H 1.40256 -2.75766 -0.84945
H -0.08307 -2.74687 -1.11562
O 0.55990 -2.62474 -0.40702
*
```

Atomic partial charges in e from the natural (NBO) method, atoms 1 to 5: C -0.243; N -0.650; C 0.089; O -0.777; C -0.487


No. 2
Density functional theory data (the ωB97M-V functional and the def2-TZVPD basis) for a 2-piece molecular cluster, C31H34BFO3S overall in a non-equilibrium geometry.

Computed properties:
energy relative to the best compared isomer or geometry (same formula, charge and spin): 15.2 kJ/mol
DFT total energy: -1950.34726 hartree
structure (SMILES): CC1(C)OB([C@H](c2ccccc2)c2cccc(F)c2)OC1(C)C.COc1ccc(-c2ccc(C)s2)cc1

ORCA input file:
```
! RIJCOSX wB97M-V def2-TZVPD def2/J DEFGRID3
* xyz 0 1
C 3.60858 0.06478 3.32488
C 3.30350 -1.41550 3.14238
C 4.11579 -2.21427 4.15304
O 1.92794 -1.64759 3.52741
B 1.24865 -1.93549 2.36345
C -0.23760 -1.22901 2.16624
C -0.77666 -1.31300 0.77220
C -0.64024 -2.52812 0.07232
C -1.31631 -2.73528 -1.12650
C -2.12229 -1.72377 -1.66145
C -2.23834 -0.50206 -0.99203
C -1.57014 -0.30304 0.21767
C -0.87581 -0.27000 3.13232
C -0.16579 0.32055 4.17777
C -0.80936 1.01526 5.19866
C -2.20321 1.03099 5.27844
C -2.90466 0.43993 4.23566
F -4.27520 0.39502 4.31015
C -2.28158 -0.16121 3.14834
O 2.03457 -2.36031 1.31320
C 3.38167 -1.92811 1.62704
C 3.78763 -0.88011 0.59579
C 4.32834 -3.09967 1.46543
H 4.64494 0.29896 3.03634
H 2.91763 0.71402 2.76192
H 3.50275 0.31682 4.39026
H 5.19384 -2.12586 3.96769
H 3.90675 -1.81080 5.15145
H 3.80601 -3.26640 4.14874
H -0.51219 -2.24549 2.60188
H -0.04106 -3.33589 0.49019
H -1.22057 -3.69477 -1.63367
H -2.68082 -1.90804 -2.57633
H -2.84556 0.30484 -1.40316
H -1.70195 0.63119 0.76846
H 0.91336 0.19985 4.20592
H -0.20796 1.51193 5.95662
H -2.73622 1.47815 6.11158
H -2.91073 -0.56965 2.36002
H 4.79501 -0.49500 0.81549
H 3.82540 -1.35302 -0.39702
H 3.08104 -0.04043 0.53884
H 5.34963 -2.76448 1.69155
H 4.06448 -3.92799 2.13096
H 4.31009 -3.45544 0.43019
C -6.47368 1.67302 1.92879
O -5.60963 2.45717 2.76955
C -4.41595 2.90097 2.30112
C -3.59507 3.52031 3.27811
C -2.25286 3.66526 3.03326
C -1.69623 3.16311 1.83157
C -0.29118 2.87225 1.75378
C 0.42704 2.35521 0.68236
C 1.83213 2.41673 0.86606
C 2.19388 3.07355 2.03690
C 3.55661 3.52330 2.39496
S 0.81978 3.44565 2.99132
C -2.57461 2.88356 0.74952
C -3.92937 2.69692 0.98481
H -7.38946 1.57967 2.51316
H -6.67245 2.17345 0.97426
H -6.04036 0.68218 1.74747
H -4.05321 3.73710 4.24537
H -1.61610 4.12858 3.78930
H -0.03757 1.97210 -0.21970
H 2.57759 2.06789 0.15581
H 4.11606 3.71740 1.47178
H 3.51622 4.45225 2.97512
H 4.07823 2.75572 2.98305
H -2.17429 2.82780 -0.26576
H -4.60341 2.36252 0.18996
*
```

Atomic partial charges in e from the Mulliken method, atoms 1 to 5: C -2.233; C 2.190; C -2.238; O -0.807; B 1.010


No. 3
Density functional theory data (the ωB97M-V functional and the def2-TZVPD basis) for a single C5H6N2O3S molecule in a non-equilibrium geometry.

Computed properties:
energy relative to the best compared isomer or geometry (same formula, charge and spin): 304.7 kJ/mol
DFT total energy: -927.46729 hartree

ORCA input file:
```
! RIJCOSX wB97M-V def2-TZVPD def2/J DEFGRID3
* xyz 0 1
C -1.72394 -0.14195 1.18918
C -0.77406 0.49318 0.49995
C -0.44844 -1.71692 0.12063
C 1.96729 0.97128 -0.75748
C 1.23775 -0.09136 -0.86760
N -1.60219 -1.47973 0.98472
N 0.03932 -0.45861 -0.10610
O 0.90680 -3.40353 1.30109
O -0.15941 -4.28691 -0.65487
O 1.67322 -2.77966 -0.99093
S 0.66179 -3.25954 -0.12285
H -2.54777 0.27601 1.81838
H -0.60886 1.54368 0.33686
H 3.03818 1.00206 -1.20551
H 1.62813 1.70097 -0.01944
H 1.53108 -0.75228 -1.57445
H -2.34695 -2.14709 1.01602
*
```

Atomic partial charges in e from the natural (NBO) method, atoms 1 to 5: C -0.040; C -0.088; C 0.161; C -0.393; C -0.003


No. 4
Density functional theory data (the ωB97M-V functional and the def2-TZVPD basis) for a 3-piece molecular cluster, C4H10O3 overall in a non-equilibrium geometry.

Computed properties:
energy relative to the best compared isomer or geometry (same formula, charge and spin): 327.2 kJ/mol
DFT total energy: -384.02498 hartree
structure (SMILES): C=CC(=C)O.O.O

ORCA input file:
```
! RIJCOSX wB97M-V def2-TZVPD def2/J DEFGRID3
* xyz 0 1
C 0.52137 -1.83650 -1.87982
C -0.04003 -0.94799 -1.07796
C -0.68912 -1.18359 0.19744
C -1.48463 -2.16163 0.70076
O -0.45586 -0.30953 1.22675
H 0.69440 -2.85723 -1.80597
H 1.07958 -1.45630 -2.73499
H -0.07818 0.11627 -1.22709
H -1.96655 -2.30233 1.70744
H -1.51252 -3.01094 0.21449
H 0.15563 0.38071 1.15516
O 1.97341 2.62895 2.43650
H 1.49276 3.49082 2.52755
H 1.85416 2.14425 3.29742
O -0.19682 2.63027 -1.38902
H -0.15977 2.08214 -2.18531
H -1.18784 2.59263 -1.16333
*
```

Atomic partial charges in e from the natural (NBO) method, atoms 1 to 5: C -0.341; C -0.255; C 0.276; C -0.462; O -0.706


No. 5
Density functional theory data (the ωB97M-V functional and the def2-TZVPD basis) for C51H54AsBrN8O2PbSSi2 as an isolated structure.

Computed properties:
energy relative to the best compared isomer or geometry (same formula, charge and spin): 43.7 kJ/mol
DFT total energy: -8544.19293 hartree

ORCA input file:
```
! RIJCOSX wB97M-V def2-TZVPD def2/J DEFGRID3
* xyz -2 1
Pb 0.22326 -0.82757 0.74992
C 1.62262 -0.76565 5.31273
C 0.62191 -1.33184 6.07885
C -0.54422 -1.75599 5.46604
C -0.66299 -1.62050 4.08734
N 0.31248 -1.08719 3.35830
C 1.42136 -0.64369 3.94694
C -1.88643 -2.05873 3.34471
C -3.04334 -2.47078 3.99643
C -4.13873 -2.84985 3.23747
C -4.05600 -2.81030 1.85845
C -2.86859 -2.38446 1.28421
N -1.81750 -2.02379 2.01416
H 2.53964 -0.40184 5.75711
H 0.73711 -1.43399 7.15076
H -1.33403 -2.19783 6.05594
H 2.13276 -0.15843 3.28300
H -3.10254 -2.47927 5.07499
H -5.05404 -3.16008 3.72609
H -4.89326 -3.07735 1.23052
H -2.73631 -2.30725 0.20639
C 5.67865 -0.87139 -0.31894
Si 4.15365 -1.75044 -0.98265
C 4.37530 -2.12699 -2.81071
C 4.06926 -3.45508 -0.15582
C 5.29966 -4.11984 -0.30757
C 5.49529 -5.43561 0.07122
C 4.42742 -6.14076 0.60731
C 3.21158 -5.50112 0.77463
C 2.99502 -4.15658 0.42817
Si 1.21910 -3.51746 0.84464
C 0.91251 -4.26149 2.58502
C 0.10155 -4.59056 -0.26745
H 6.29869 -0.47751 -1.12825
H 6.29746 -1.51866 0.30567
H 5.34470 -0.02667 0.28863
H 5.07973 -2.95181 -2.94800
H 4.74588 -1.26097 -3.36290
H 3.41828 -2.42484 -3.24903
H 6.13924 -3.58510 -0.74605
H 6.46378 -5.90634 -0.05745
H 4.53976 -7.18118 0.89393
H 2.39143 -6.07473 1.19267
H 1.10117 -5.33930 2.63589
H -0.13503 -4.10763 2.86017
H 1.53089 -3.77695 3.34737
H 0.51535 -5.59642 -0.40370
H -0.05418 -4.13950 -1.25091
H -0.88670 -4.69090 0.19546
S -0.95042 -1.34463 -2.10216
C -2.21918 -0.45548 -2.92821
C -2.51466 -0.79755 -4.26574
C -3.44560 -0.10501 -5.01336
C -4.13178 0.97741 -4.46545
C -3.87173 1.32317 -3.15076
C -2.94675 0.61921 -2.38046
As -2.69455 1.07002 -0.50074
C -4.54455 0.74437 0.09087
C -5.38768 -0.16969 -0.53946
C -6.63531 -0.47100 -0.00405
C -7.06171 0.13975 1.16741
C -6.22557 1.04829 1.80567
C -4.97545 1.34124 1.27714
C -2.74849 3.02301 -0.59685
C -1.50445 3.65256 -0.64497
C -1.41352 5.03535 -0.72150
C -2.57136 5.80119 -0.73842
C -3.81420 5.18335 -0.67548
C -3.90360 3.79836 -0.60452
H -1.96835 -1.62420 -4.70308
H -3.62888 -0.39973 -6.04156
H -4.84743 1.54047 -5.05274
H -4.39272 2.16489 -2.70720
H -5.07080 -0.64648 -1.45949
H -7.27790 -1.18180 -0.51162
H -8.03797 -0.08862 1.57975
H -6.54606 1.53412 2.72032
H -4.32714 2.04698 1.78799
H -0.58433 3.07962 -0.59089
H -0.43217 5.49574 -0.73892
H -2.50425 6.88205 -0.78342
H -4.72035 5.77960 -0.67271
H -4.87889 3.32823 -0.54251
C 3.37057 1.20651 -4.64284
C 3.07038 1.85898 -3.28752
C 1.00228 3.09637 -4.17686
C 4.39339 2.03580 -2.54142
C 2.29919 0.21551 -1.29536
N 2.83418 -0.71379 -0.63793
H 4.00228 1.86410 -5.24946
H 2.45913 0.99368 -5.20400
H 3.89722 0.25993 -4.50621
H 1.04444 2.59589 -5.14971
H 0.57737 4.09105 -4.32750
H 0.30922 2.54838 -3.53468
H 5.02679 2.75274 -3.07420
H 4.92932 1.08233 -2.48852
H 4.23644 2.40124 -1.52680
N 0.94186 2.83195 4.15577
N -0.36299 2.45769 3.93973
N -0.96975 1.51925 4.64178
C -2.19334 1.55901 4.11174
N -2.31325 2.47340 3.15520
N -1.11698 3.05001 3.06068
H 1.33423 2.06910 4.69384
H 1.48659 2.93689 3.17417
H -2.99164 0.90848 4.43154
Br 2.15295 5.40058 0.12246
C 2.13437 3.77586 -0.98184
C 2.29199 4.11667 -2.28793
C 2.38183 3.22621 -3.50798
C 2.09522 0.97303 -2.53068
C 1.43656 1.39645 -1.18868
C 1.93113 2.52837 -0.33396
C 1.93975 2.23603 1.08925
O 2.23589 3.10753 1.97064
O 1.62341 1.04002 1.47315
H 2.33726 5.17501 -2.51051
H 3.02766 3.76336 -4.21973
H 1.36046 0.47491 -3.16350
H 0.35973 1.19889 -1.20670
*
```

Atomic partial charges in e from the Mulliken method, atoms 1 to 5: Pb 1.358; C -0.624; C -0.805; C -0.989; C 0.596


No. 6
Density functional theory data (the ωB97M-V functional and the def2-TZVPD basis) for C13H35BCl2KN4O2P as an isolated structure in a non-equilibrium geometry.

Computed properties:
DFT total energy: -2772.25713 hartree

ORCA input file:
```
! RIJCOSX wB97M-V def2-TZVPD def2/J DEFGRID3
* xyz 0 1
C 3.44343 2.41597 3.34541
B 2.41572 3.55609 3.11069
C 0.86530 3.36622 3.25198
Cl 0.47478 3.14089 4.98633
C 0.37243 2.21776 2.33876
C 0.20171 0.86805 3.00956
H 3.58375 2.19484 4.39918
H 4.40276 2.67649 2.91093
H 3.09959 1.52107 2.83582
H 2.81683 4.63068 2.75970
H 0.36824 4.27951 2.95941
H -0.54526 2.51496 1.84768
H 1.14516 2.07732 1.58213
H 1.15102 0.51709 3.39934
H -0.56399 0.87514 3.77133
H -0.11340 0.16490 2.24268
O -1.56622 0.21612 -0.26812
P -1.69562 -0.48104 -1.55103
N -0.41625 0.04578 -2.54871
C -0.42300 0.94594 -3.67336
C 0.89352 -0.25552 -1.96921
N -3.30400 0.03260 -2.02989
C -3.58101 0.73952 -3.24815
C -4.14571 0.59976 -0.93276
N -1.80358 -2.02173 -2.10916
C -1.35846 -2.45266 -3.41666
C -2.69136 -2.92554 -1.38611
H 0.24502 0.56845 -4.45790
H -0.09526 1.96014 -3.40612
H -1.40070 1.02035 -4.13437
H 1.17249 -1.29722 -2.14323
H 0.89149 -0.09134 -0.89186
H 1.66910 0.37935 -2.39779
H -3.08616 1.72114 -3.31920
H -4.63690 0.92250 -3.28991
H -3.34214 0.15429 -4.14927
H -3.92030 1.65091 -0.74417
H -4.01172 0.06488 -0.00719
H -5.20541 0.50506 -1.18323
H -1.75707 -1.83682 -4.23041
H -1.70584 -3.47263 -3.57658
H -0.27156 -2.46341 -3.50446
H -3.70688 -2.91627 -1.80027
H -2.75829 -2.63649 -0.33694
H -2.30718 -3.94549 -1.41190
C 2.31379 -2.02940 1.04176
O 2.25427 -2.29704 -0.14534
N 3.45759 -1.99270 1.74725
C 3.48721 -1.70322 3.16706
C 4.70405 -2.26476 1.05185
H 1.41773 -1.81513 1.64826
H 4.08828 -0.81816 3.36731
H 3.91393 -2.54399 3.71812
H 2.47590 -1.52778 3.52600
H 4.85662 -1.54407 0.24836
H 4.68235 -3.26002 0.60789
H 5.52752 -2.19993 1.75800
Cl -5.74612 1.25751 1.42666
K -6.29450 0.81643 -3.52438
*
```

Atomic partial charges in e from the Mulliken method, atoms 1 to 5: C -0.757; B 0.016; C 0.003; Cl -0.223; C -0.500


No. 7
Density functional theory data (the ωB97M-V functional and the def2-TZVPD basis) for a 3-piece molecular cluster, C14H18BN2OS2 overall.

Computed properties:
DFT total energy: -1549.96043 hartree

ORCA input file:
```
! RIJCOSX wB97M-V def2-TZVPD def2/J DEFGRID3
* xyz 1 1
C 1.40435 -1.13086 2.16120
C 0.52375 -0.35605 1.93783
C -0.55061 0.54035 1.60016
S -1.90780 0.28572 2.83622
S -2.05628 1.99903 3.94333
B -3.53529 0.08235 1.83289
C -4.70494 1.07262 1.97092
O -3.48520 -0.98688 1.01882
H 2.04188 -1.87921 2.56272
H -0.93688 0.34049 0.60352
H -0.25357 1.58045 1.69179
H -1.23070 1.59314 4.91799
H -4.42826 1.97438 1.41924
H -4.88925 1.34768 3.00606
H -5.58977 0.63583 1.52416
H -3.60601 -1.84349 1.44834
N 0.60910 -1.70347 -1.59016
C -0.54498 -2.05902 -1.04521
C -1.65464 -2.46368 -1.76858
C -1.54369 -2.51486 -3.15056
C -0.34255 -2.14790 -3.73836
C 0.70001 -1.74309 -2.91717
H -0.56703 -2.00601 0.04005
H -2.57425 -2.73250 -1.26795
H -2.38066 -2.82925 -3.75975
H -0.21723 -2.16548 -4.81164
H 1.65095 -1.43414 -3.33769
N 2.20514 1.57926 0.04304
C 3.04342 2.57327 0.33329
C 4.29865 2.71255 -0.23746
C 4.71062 1.76578 -1.16082
C 3.85243 0.72437 -1.47420
C 2.61409 0.67171 -0.85093
H 2.68798 3.29453 1.06146
H 4.93502 3.54246 0.03600
H 5.68411 1.83938 -1.62774
H 4.13719 -0.03621 -2.18859
H 1.90093 -0.12321 -1.06223
*
```

Atomic partial charges in e from the natural (NBO) method, atoms 1 to 5: C -0.094; C -0.100; C -0.552; S 0.387; S -0.011


No. 8
Density functional theory data (the ωB97M-V functional and the def2-TZVPD basis) for C15H29N6OSSn as an isolated structure in a non-equilibrium geometry.

Computed properties:
energy relative to the best compared isomer or geometry (same formula, charge and spin): 251.2 kJ/mol
DFT total energy: -1604.97227 hartree
expectation value of S²: 1.3869

ORCA input file:
```
! RIJCOSX wB97M-V def2-TZVPD def2/J DEFGRID3
* xyz 0 2
Sn -10.93137 -3.56519 -6.07204
C -10.31559 -0.56758 -5.85830
C -10.51546 -0.57092 -7.37271
N -10.99409 -1.83791 -7.97704
C -10.30757 -2.40849 -9.17256
C -9.11838 -3.34717 -8.80409
N -8.69786 -3.28134 -7.41796
C -7.88022 -2.19172 -7.01161
C -8.19846 -1.83210 -5.56250
N -9.64218 -1.77464 -5.32452
H -11.31963 -0.49637 -5.31141
H -9.81527 0.38180 -5.65897
H -9.49783 -0.27884 -7.82569
H -11.12184 0.32799 -7.59973
H -12.01444 -1.70392 -8.23213
H -9.98108 -1.62379 -9.83783
H -11.04162 -3.01687 -9.72621
H -8.30198 -3.03293 -9.50386
H -9.44719 -4.33517 -9.05589
H -8.21362 -4.17499 -7.15667
H -7.83614 -1.38130 -7.78824
H -6.78736 -2.48231 -7.05156
H -7.59992 -0.98171 -5.25375
H -7.88113 -2.64924 -4.85510
H -9.86793 -1.90468 -4.33160
N -13.60715 -2.60360 -2.71008
C -12.94010 -2.99134 -3.80272
O -11.73790 -2.55377 -4.04560
C -13.71969 -3.96854 -4.69302
C -13.13023 -3.91890 -6.10691
H -13.22780 -1.86770 -2.04111
H -14.59376 -2.84469 -2.65235
H -14.80775 -3.74726 -4.65751
H -13.67591 -4.98806 -4.33432
H -13.64925 -3.09230 -6.67330
H -13.53550 -4.80983 -6.67167
C -14.03255 -7.75911 -8.42512
C -13.46207 -6.63958 -9.30737
C -14.17686 -5.78675 -10.11980
C -13.19836 -4.89778 -10.65427
N -11.96627 -5.15759 -10.10677
N -12.18723 -6.22062 -9.33761
C -13.39029 -3.60812 -11.39918
H -14.13719 -8.69365 -9.02801
H -15.03207 -7.49065 -8.10774
H -13.39118 -7.91915 -7.60045
H -15.22105 -5.82077 -10.41276
H -11.41779 -6.66585 -8.86472
H -13.33737 -3.79161 -12.47383
H -12.58951 -2.87283 -11.13955
H -14.33365 -3.09012 -11.23065
S -9.45827 -6.65861 -4.43914
C -9.73355 -5.32664 -5.26343
*
```

Atomic partial charges in e from the natural (NBO) method, atoms 1 to 5: Sn 1.371; C -0.245; C -0.242; N -0.666; C -0.247